(1)
ORCA calculation (the ωB97M-V functional and the def2-TZVPD basis) on a single C11H13NO molecule.

For the energy, the calculation gives -556.76734 a.u. Its SMILES is CN[C@H]1C[C@H]2O[C@@H]1c1ccccc12. The LUMO energy is 0.95 eV. The highest occupied orbital energy is -8.66 eV.

```
26
C11H13NO (the ωB97M-V functional and the def2-TZVPD basis)
C -3.294 -1.255 -0.220
N -2.691 0.108 -0.189
C -1.189 -0.028 -0.444
C -0.719 1.564 -0.758
C 0.180 1.846 0.308
O -0.601 1.077 1.356
C -0.611 -0.229 0.740
C 0.865 -0.517 0.327
C 1.671 -1.557 0.387
C 2.991 -1.366 -0.020
C 3.519 -0.104 -0.319
C 2.621 1.024 -0.178
C 1.395 0.855 0.231
H -2.597 -1.970 0.308
H -3.308 -1.577 -1.243
H -4.281 -1.229 0.348
H -3.072 0.291 0.779
H -1.045 -0.604 -1.417
H -1.552 2.262 -0.473
H -0.209 1.864 -1.532
H 0.370 2.843 0.610
H -1.131 -1.001 1.402
H 1.256 -2.451 0.704
H 3.843 -2.056 -0.015
H 4.487 0.033 -0.595
H 3.102 2.180 -0.098
```

---

(2)
ORCA calculation (the ωB97M-V functional and the def2-TZVPD basis) on 2 unconnected molecules or ions with the total composition C11H13NO6.

For the energy, the calculation gives -933.09302 a.u. Its SMILES is O=C1C=CC(=O)C=C1.NCCOC(=O)OCC=O. The LUMO energy is -1.22 eV. The highest occupied orbital energy is -9.64 eV.

```
31
C11H13NO6 (the ωB97M-V functional and the def2-TZVPD basis)
O -0.367 0.265 5.306
C -1.253 -0.247 4.656
C -2.531 -0.659 5.293
C -3.504 -1.222 4.583
C -3.354 -1.463 3.124
O -4.244 -1.975 2.480
C -2.078 -1.052 2.490
C -1.105 -0.488 3.200
H -2.617 -0.473 6.356
H -4.444 -1.531 5.024
H -1.983 -1.233 1.427
H -0.168 -0.181 2.752
N 1.360 2.443 -4.008
C 0.271 1.582 -3.543
C 0.107 1.691 -2.041
O 1.227 1.110 -1.344
C 1.007 -0.050 -0.714
O 0.041 -0.299 -0.050
O 2.054 -0.902 -0.788
C 2.440 -1.357 -2.095
C 3.678 -0.599 -2.532
O 3.671 0.261 -3.377
H 1.822 2.018 -4.803
H 2.079 2.479 -3.293
H 0.429 0.531 -3.827
H -0.679 1.889 -3.996
H -0.832 1.250 -1.703
H 0.077 2.754 -1.782
H 2.656 -2.422 -1.975
H 1.627 -1.250 -2.815
H 4.614 -0.866 -2.007
```

---

(3)
ORCA calculation (the ωB97M-V functional and the def2-TZVPD basis) on a single C11H13NOS2 molecule.

For the energy, the calculation gives -1353.18137 a.u. The LUMO energy is 0.63 eV. The highest occupied orbital energy is -8.21 eV.

```
28
C11H13NOS2 (the ωB97M-V functional and the def2-TZVPD basis)
C 0.127 2.694 -3.125
C -0.123 1.663 -2.252
C 0.814 2.202 -4.176
C 0.374 0.439 -2.613
C 0.556 -0.658 1.872
C 0.429 0.409 2.727
C 0.786 -0.374 0.427
C -1.445 -0.929 -0.096
C 0.322 -2.094 2.129
C -0.001 0.099 4.140
C 0.094 -0.880 -1.938
N -0.227 -0.791 -0.560
O 1.710 0.250 0.077
S 1.386 0.597 -4.040
S -2.776 -1.059 -1.160
H -0.271 3.670 -2.887
H -0.593 1.688 -1.278
H 1.129 2.924 -5.049
H 0.771 1.415 2.414
H -0.552 -2.396 1.475
H 0.034 -2.174 3.265
H 1.199 -2.865 1.963
H -1.115 -0.174 4.091
H 0.029 1.049 4.695
H 0.571 -0.735 4.500
H -0.684 -1.483 -2.402
H 1.070 -1.547 -2.066
H -3.614 -0.939 -0.134
```

---

(4)
ORCA calculation (the ωB97M-V functional and the def2-TZVPD basis) on a single C11H13NSe molecule.

For the energy, the calculation gives -2883.06755 a.u. Its SMILES is CC(C)[C@H](C#N)[Se]c1ccccc1. The LUMO energy is 0.55 eV. The highest occupied orbital energy is -8.58 eV.

```
26
C11H13NSe (the ωB97M-V functional and the def2-TZVPD basis)
C -2.934 1.419 0.944
C -2.432 0.917 -0.376
C -3.415 0.004 -1.107
C -1.122 0.197 -0.193
C -1.153 -1.183 0.316
N -0.947 -2.288 0.468
Se 0.206 1.207 0.975
C 1.734 0.133 0.432
C 2.021 -0.172 -0.885
C 3.263 -0.722 -1.215
C 4.076 -1.181 -0.142
C 3.796 -0.876 1.176
C 2.576 -0.217 1.481
H -2.890 0.706 1.675
H -3.917 1.930 1.119
H -2.020 1.979 1.337
H -2.178 1.757 -1.055
H -3.836 -0.745 -0.477
H -2.965 -0.383 -1.960
H -4.265 0.775 -1.433
H -0.583 0.093 -1.241
H 1.448 0.156 -1.722
H 3.480 -0.842 -2.260
H 4.997 -1.737 -0.284
H 4.566 -1.093 1.866
H 2.495 0.167 2.562
```

---

Question: Which value of energy does entry 4 give?
Answer: -2883.06755 a.u.